1.
Here is a single C5H7FN2 molecule at a distorted geometry from the Open Molecules 2025 dataset. Energies are from wB97M-V/def2-TZVPD.

The geometry in XYZ format:
```
15
Properties=species:S:1:pos:R:3:forces:R:3
F -3.28290 1.07506 -2.36134 -0.50 0.09 -0.33
N -2.21986 -0.07742 -0.68668 -0.51 -0.65 2.66
N -1.00705 1.17358 -2.01792 -1.62 2.14 -1.68
C -0.88389 -0.05258 -0.15310 -0.33 1.01 -1.19
C -0.20647 0.77614 -1.04500 1.93 -1.89 1.47
C -2.18913 0.80275 -1.68972 -0.11 -0.98 -0.88
C 1.28780 1.06150 -1.10927 0.55 -1.56 0.37
C -0.58743 -0.77468 1.10220 3.09 0.79 1.36
H -3.07058 -0.50421 -0.19038 1.92 1.18 -1.27
H 0.60350 -0.76369 1.41052 -2.89 -0.05 -1.27
H 1.55425 1.12725 -0.02230 0.56 0.51 -1.12
H 1.85718 0.15002 -1.51935 -0.91 1.07 0.64
H -0.84325 -1.82045 0.90025 -0.23 0.10 1.02
H 1.63396 1.88626 -1.79101 -0.82 -0.43 1.17
H -1.01069 -0.21469 1.99625 -0.12 -1.32 -0.94
```
Forces are in eV/Å.

Output
structure (SMILES) = Cc1nc(F)[nH]c1C
orbital gap = 8.89 eV
charge = 0
HOMO energy = -0.2996 hartree

***

2.
Here is a single C5H7FO2 molecule at a distorted geometry from the Open Molecules 2025 dataset. Energies are from wB97M-V/def2-TZVPD.

The geometry in XYZ format:
```
15
Properties=species:S:1:pos:R:3:forces:R:3
F 3.00276 -0.14880 0.76395 -1.33 -0.11 -1.91
O -0.54798 -0.98195 -0.30037 0.53 2.71 -1.19
O -2.32084 0.20994 0.72275 2.85 -0.15 -2.49
C -1.91624 -0.96671 0.00827 -0.16 -4.16 2.42
C 2.16067 -0.18348 -0.45054 0.72 -2.59 -0.38
C 1.01561 0.75739 -0.29150 2.31 -2.13 -1.07
C -1.42422 1.15464 -0.09673 -4.16 0.70 -1.63
C -0.21773 0.36610 -0.36532 -0.70 -1.20 1.17
H -2.49660 -1.18733 -0.87449 -0.48 0.58 -0.45
H -2.09050 1.44034 -1.11539 1.87 -0.97 2.40
H -1.31475 2.11256 0.40477 0.24 -0.33 0.31
H 1.70010 -1.24626 -0.60506 1.19 1.67 0.78
H 2.88030 -0.08042 -1.35592 -1.21 0.49 1.68
H -1.77868 -1.99182 0.58075 -2.04 2.08 -0.04
H 1.31726 1.70047 -0.11430 0.37 3.40 0.41
```
Forces are in eV/Å.

Output
structure (SMILES) = FC/C=C1/COCO1
orbital gap = 10.30 eV
charge = 0
HOMO energy = -0.3474 hartree

***

3.
Here is a single C5H7FOS molecule at a distorted geometry from the Open Molecules 2025 dataset. Energies are from wB97M-V/def2-TZVPD.

The geometry in XYZ format:
```
15
Properties=species:S:1:pos:R:3:forces:R:3
S -1.50496 -0.65275 -0.07610 -2.45 1.02 -0.50
F 0.85414 1.75240 -0.81709 2.13 -0.69 -1.50
O 0.13357 0.44487 1.50256 0.48 1.59 1.61
C -0.00834 -1.42122 0.16573 -1.35 -2.76 -3.62
C 0.85826 -0.61182 1.01832 -0.83 -1.45 0.80
C 1.08015 -0.65915 -0.55082 0.54 -0.07 1.57
C 1.05369 0.46391 -1.52417 -0.42 3.44 -2.05
C -0.87176 0.91649 0.67169 -4.29 -2.30 1.49
H 2.20500 0.61377 -2.04444 -3.70 -0.59 1.21
H -0.40725 -2.50693 -0.08627 2.29 1.51 1.19
H -1.89065 1.07485 1.23575 2.50 0.97 -0.47
H 1.99081 -1.10861 -0.69302 1.88 -1.87 -0.39
H 0.06029 0.61329 -2.29486 3.09 -1.33 1.82
H -0.59027 1.56509 -0.11568 -0.39 0.75 0.46
H 1.28360 -1.26729 1.86498 0.53 1.78 -1.63
```
Forces are in eV/Å.

Output
structure (SMILES) = FC[C@H]1[C@H]2OCS[C@@H]12
orbital gap = 9.03 eV
charge = 0
HOMO energy = -0.3065 hartree

***

4.
Here is a molecular structure, C5H7FS2 at a distorted geometry from the Open Molecules 2025 dataset. Energies are from wB97M-V/def2-TZVPD.

The geometry in XYZ format:
```
15
Properties=species:S:1:pos:R:3:forces:R:3
S -3.49698 -0.41390 -0.50405 0.30 0.60 0.23
S -0.94188 0.17055 0.96340 0.63 0.79 0.05
F 3.18152 -1.16121 -0.45990 -0.37 -3.66 0.43
C 2.88993 1.00156 -0.56680 1.50 4.41 -1.34
C 1.67424 0.31813 -0.05205 -3.23 4.39 2.45
C 0.45435 1.06819 0.23820 3.58 -5.91 -0.32
C 2.12254 -0.98758 0.42546 -3.63 -0.77 -1.46
C -2.07837 0.34432 -0.32930 1.68 -0.14 -2.23
H -1.44853 0.83549 -1.20728 -1.90 -0.60 1.47
H 3.94972 0.71005 0.03182 -3.13 0.90 -2.06
H 2.42795 -1.04462 1.40598 1.48 0.48 2.21
H 2.93151 0.75551 -1.92005 0.31 1.22 4.45
H 1.15320 -1.65750 0.54704 2.11 0.05 -1.53
H 0.30979 2.01932 -0.14359 -0.19 1.79 -0.47
H 2.68822 2.25843 -0.21747 0.87 -3.54 -1.88
```
Forces are in eV/Å.

Output
orbital gap = 8.35 eV
charge = 0
HOMO energy = -0.3228 hartree

***

5.
Here is a single C5H7IN2 molecule at a distorted geometry from the Open Molecules 2025 dataset. Energies are from wB97M-V/def2-TZVPD.

The geometry in XYZ format:
```
15
Properties=species:S:1:pos:R:3:forces:R:3
I 2.91666 0.62051 1.17894 1.00 -0.08 0.12
N -2.11373 0.18504 1.51971 -0.11 1.86 -0.24
N -0.44524 -0.29408 0.15653 2.21 0.01 -1.51
C 1.33675 1.70668 0.39052 -4.17 -2.16 4.19
C -0.08296 0.83086 0.86718 4.02 2.44 -2.98
C -1.66929 -0.56822 0.57099 -1.28 -1.71 1.12
C -1.15102 1.18864 1.58842 -0.34 -0.75 2.38
C 0.34741 -1.22705 -0.70286 -0.71 -0.33 -1.62
H -0.15567 -2.22081 -0.47788 1.32 0.95 -0.38
H 1.27741 2.69684 0.81739 0.08 0.03 0.19
H -1.09808 1.81588 2.46149 -0.38 0.67 -0.28
H 1.45764 -1.17775 -0.54291 -1.34 -0.23 0.50
H -2.14838 -1.49224 0.39601 -0.35 -0.87 -0.78
H 0.25977 -1.08402 -1.87741 -0.31 0.20 2.41
H 1.26752 1.74630 -0.61814 0.37 -0.02 -3.13
```
Forces are in eV/Å.

Output
structure (SMILES) = Cn1cncc1CI
orbital gap = 9.28 eV
charge = 0
HOMO energy = -0.3262 hartree

***

6.
Here is 2 unconnected molecules or ions with the total composition C5H7IN2O2 at a distorted geometry from the Open Molecules 2025 dataset. Energies are from wB97M-V/def2-TZVPD.

The geometry in XYZ format:
```
17
Properties=species:S:1:pos:R:3:forces:R:3
I -2.57191 -1.40310 -0.64864 -0.08 -0.41 0.18
O 0.85915 1.79197 1.72079 1.46 1.42 -0.88
O 0.35597 1.60382 -0.52329 0.55 0.31 0.04
N 0.70906 1.01002 0.52067 -0.11 -1.59 0.73
N -2.38060 2.60901 -0.52081 0.96 0.74 0.66
C -2.87029 0.39141 -1.58665 -0.80 0.36 -2.01
C -2.51065 1.51315 -1.01583 -0.24 0.19 -0.51
C 2.27223 -2.24858 0.45720 -2.62 -1.04 0.23
C 0.83566 -0.25331 0.70565 -0.85 2.25 -0.04
C 0.95416 -1.53027 0.72601 1.44 -0.67 -0.20
H 2.53531 -2.72248 1.47908 -0.11 -0.09 -2.32
H 0.24078 -2.34568 0.77492 -0.99 0.96 0.66
H -3.34166 0.39542 -2.63989 1.02 -0.04 2.00
H -1.43640 3.06804 -0.48747 -1.07 -0.87 -0.35
H 1.51321 2.55299 1.46562 -1.70 -1.99 0.30
H 1.82450 -2.77769 -0.46270 1.57 -0.84 1.65
H 3.01149 -1.65471 0.03536 1.56 1.31 -0.14
```
Forces are in eV/Å.

Output
structure (SMILES) = CC=C=[N+]([O-])O.N=C=CI
orbital gap = 8.40 eV
charge = 0
HOMO energy = -0.3006 hartree

***

7.
Here is 3 unconnected molecules or ions with the total composition C5H7IN4O4 at a distorted geometry from the Open Molecules 2025 dataset. Energies are from wB97M-V/def2-TZVPD.

The geometry in XYZ format:
```
21
Properties=species:S:1:pos:R:3:forces:R:3
I 2.05784 2.52619 -1.03523 -0.26 -0.16 0.09
O 0.99060 -0.76939 2.75711 -0.98 -0.76 0.24
O -0.86515 1.52241 2.87137 0.21 1.07 -1.37
O -1.15918 0.17996 4.69968 -0.23 -1.00 1.36
O 0.21714 -2.70897 -2.23140 0.21 -0.10 -0.11
N 0.19343 0.22648 -0.19537 -0.04 -0.31 0.70
N 0.72987 -1.63404 -1.59126 0.80 -0.62 -0.52
N -1.05835 1.97660 -1.10189 -0.22 0.13 -0.17
N 2.79876 0.48703 1.98175 0.87 0.41 0.03
C -0.99890 0.83730 3.78022 -0.04 -0.02 0.04
C -1.18661 -2.71668 -2.37141 -0.59 0.24 0.11
C 0.29663 -0.68107 -1.00030 -0.18 0.19 0.04
C -0.00045 1.58964 -0.30181 -0.14 0.59 -0.03
C 1.84146 -0.15450 2.26841 0.23 0.12 0.23
H -1.26112 2.96637 -1.07780 0.05 -0.10 -0.05
H -1.68494 -2.68338 -1.39658 0.08 -0.04 -0.04
H -1.52987 -1.87422 -2.98260 0.08 -0.04 0.02
H -0.05408 2.03451 0.68719 0.19 0.13 -0.25
H -1.41350 -3.65328 -2.87499 -0.02 0.04 0.03
H 3.14541 0.92563 1.15803 -0.08 0.14 -0.46
H -1.05898 1.60344 -2.04311 0.07 0.10 0.10
```
Forces are in eV/Å.

Output
structure (SMILES) = CON=C=N[C@H](N)I.N=C=O.O=C=O
orbital gap = 8.86 eV
charge = 0
HOMO energy = -0.3368 hartree

***

8.
Here is a single C5H7IO molecule at a distorted geometry from the Open Molecules 2025 dataset. Energies are from wB97M-V/def2-TZVPD.

The geometry in XYZ format:
```
14
Properties=species:S:1:pos:R:3:forces:R:3
I 4.01854 -0.09946 0.04071 -0.35 0.09 -0.10
O -2.34139 -0.47907 -0.34759 -1.27 0.39 -0.70
C 2.05727 0.37419 -0.55672 0.41 -0.11 0.26
C -0.31510 0.94904 -0.12179 -0.19 -0.10 0.00
C -1.30842 -0.03400 0.47577 0.80 0.08 0.36
C 1.08627 0.63343 0.29799 -0.01 0.03 0.02
C -1.38003 -1.42580 0.01792 0.57 -0.36 0.38
H 1.27104 0.61522 1.36373 0.12 -0.03 0.12
H -0.57608 1.95500 0.21853 -0.01 0.03 -0.09
H -1.59661 0.16374 1.50563 -0.05 0.02 0.00
H -0.40554 0.92415 -1.20897 -0.03 -0.02 0.01
H -1.72063 -2.18911 0.70815 0.00 -0.06 0.01
H -0.71817 -1.76869 -0.76792 0.05 0.04 -0.11
H 1.92885 0.38134 -1.62544 -0.03 0.00 -0.16
```
Forces are in eV/Å.

Output
structure (SMILES) = I/C=C/C[C@@H]1CO1
orbital gap = 9.64 eV
charge = 0
HOMO energy = -0.3336 hartree

***

9.
Here is a single C5H7N molecule at a distorted geometry from the Open Molecules 2025 dataset. Energies are from wB97M-V/def2-TZVPD.

The geometry in XYZ format:
```
13
Properties=species:S:1:pos:R:3:forces:R:3
N -2.97800 0.54124 0.02385 0.66 0.47 -0.55
C -1.75156 0.19091 -0.02078 -1.29 0.54 1.48
C -1.06420 -0.88678 0.75287 3.68 1.59 -1.65
C -0.61218 0.93796 -0.59452 -0.80 -2.51 1.72
C 1.89612 0.49485 0.04730 -0.10 -1.60 -0.56
C 0.45828 0.43746 -0.03461 -2.78 -2.69 1.39
H 2.30958 -0.42143 -0.50874 -0.10 1.61 0.99
H -1.09688 -1.26558 1.75001 -0.69 0.64 0.87
H -3.57666 0.00689 0.65125 0.40 -0.34 -0.09
H -0.74224 -1.67962 0.14085 0.07 -1.08 -1.03
H 2.28095 1.44885 -0.20540 0.51 0.90 -1.30
H -0.69848 1.76481 -1.13657 -0.32 3.33 -2.67
H 2.09534 0.51358 1.08270 0.75 -0.86 1.40
```
Forces are in eV/Å.

Output
orbital gap = 9.50 eV
charge = 0
HOMO energy = -0.3217 hartree

***

10.
Here is a molecular structure, C5H7N from the Open Molecules 2025 dataset. Energies are from wB97M-V/def2-TZVPD.

The geometry in XYZ format:
```
13
Properties=species:S:1:pos:R:3:forces:R:3
N -1.56475 -1.09195 1.10245 0.42 -0.40 -0.62
C -0.64866 0.55516 0.92024 -0.08 0.08 0.02
C 0.55557 0.17697 0.14461 0.04 0.16 0.12
C -0.97393 -1.64739 0.22626 -0.31 0.50 0.55
C 0.04320 -1.43844 -0.71578 -0.01 -0.08 -0.10
C 0.80039 1.35945 -0.54431 0.05 -0.03 -0.13
H -0.50372 0.92329 1.93382 0.01 -0.12 -0.17
H 1.78696 1.81154 -0.62254 -0.14 -0.14 0.02
H 0.01384 1.81558 -1.13883 0.06 -0.04 0.15
H -0.32611 -1.21626 -1.71975 0.06 -0.03 0.16
H 0.87219 -2.14694 -0.73082 -0.08 0.21 0.10
H -1.43928 1.06735 0.37826 0.12 -0.08 0.06
H 1.38431 -0.16837 0.76642 -0.14 -0.03 -0.17
```
Forces are in eV/Å.

Output
orbital gap (spin up / spin down) = 8.05 / 8.05 eV
charge = 0
HOMO energy (spin up / spin down) = -0.2913 / -0.2912 hartree

***

- charge of number 5 (C5H7IN2)?
  0